The following is a DFT calculation (ωB97M-V/def2-TZVPD) of C21H47LaOP3S as an isolated structure in a non-equilibrium geometry.

- HOMO-LUMO gap (alpha / beta) (eV) = 5.80 / 4.36
- strongest force on any atom (eV/A) = 2.74
- electronic energy (a.u.) = -2356.36892
- charge = +3
- relative energy (zero: lowest compared OMol25 entry of this formula, charge and spin) (kcal/mol) = 71.3

Last column: Löwdin charge in e.
Element x y z (Å)
H 3.60 4.29 -1.58  0.08
H 4.25 2.00 -3.17  0.07
La 0.81 -0.16 -0.82  1.34
C 0.74 -0.87 -4.87  -0.65
H -2.49 -0.06 2.14  0.02
C 3.75 1.39 -2.41  -0.27
H -3.14 3.33 0.84  0.07
H 3.28 -2.01 3.24  0.11
H 0.79 0.40 4.31  0.09
H -3.23 1.34 -1.95  0.04
S -0.14 -0.28 -3.50  0.57
C -2.66 2.28 -1.92  -0.26
C 2.97 -0.99 3.01  -0.04
H -0.98 -3.50 -3.49  0.04
H 2.19 -1.43 -0.14  0.07
H 1.98 -2.30 -3.83  0.09
H 0.38 -5.78 -1.84  0.07
H -2.97 -1.76 2.39  0.08
H 3.78 -0.53 2.44  0.10
H 1.15 2.32 -4.03  0.01
H 4.41 1.24 -1.55  0.06
H 2.15 4.30 -0.54  0.04
C 1.04 -0.79 -7.29  -0.01
H -2.05 2.31 1.82  0.04
C -2.62 2.36 0.88  -0.26
H 1.19 -4.35 -2.74  0.03
O 1.23 0.14 1.60  -0.44
H -2.12 2.40 -2.87  0.04
H 1.07 3.89 -3.19  0.05
C -0.88 3.99 -0.58  -0.26
H -3.35 3.13 -1.78  0.08
H -3.23 -1.65 -1.56  0.05
C 1.72 3.03 -3.41  -0.25
H -0.19 0.59 -6.15  0.12
H 3.54 3.29 -0.10  0.05
H -3.77 -0.41 -0.40  0.03
H -2.52 -3.80 0.68  0.07
H 2.83 -0.46 3.96  0.10
C 0.27 -4.88 -2.46  -0.07
H 0.89 -1.59 2.75  0.13
H -1.16 -3.77 -0.49  0.00
H -0.12 4.14 0.20  0.04
C 2.28 -2.42 -5.96  -0.01
H -0.45 4.24 -1.56  0.04
C -1.54 -3.35 0.45  -0.25
C 2.95 3.67 -0.94  -0.25
P -1.45 2.24 -0.53  0.75
C 1.93 -1.87 -7.21  0.03
H -4.01 -2.14 -0.02  0.07
P -1.70 -1.52 0.33  0.71
H 2.99 -3.25 -5.89  0.13
C 1.37 1.31 2.45  -0.22
H -1.29 -1.25 2.72  0.03
C 1.71 -1.10 2.20  -0.27
P 2.23 2.25 -1.84  0.66
H 0.82 -0.34 -8.27  0.14
C 0.47 -0.28 -6.13  -0.07
C -2.16 -1.10 2.06  -0.25
H 1.94 -1.75 1.34  0.06
H -0.85 -3.59 1.26  0.05
C 1.70 -1.92 -4.80  -0.09
H 0.48 2.14 4.22  0.11
H -1.88 -4.88 -2.60  0.07
H 2.42 1.39 2.75  0.13
H -1.73 4.66 -0.37  0.07
C 0.46 1.21 3.64  -0.03
H -0.57 1.00 3.34  0.07
H -3.36 1.55 0.86  0.04
H 2.61 3.36 -3.96  0.07
C -0.92 -4.41 -2.86  -0.08
C -3.34 -1.41 -0.49  -0.25
H 1.13 2.17 1.81  0.11
H 2.37 -2.28 -8.12  0.14
H 3.49 0.41 -2.85  0.03